No. 1
ORCA calculation (wB97M-V/def2-TZVPD) on a structure of composition C25H52AsBF2N7OPSeV in a non-equilibrium geometry.

Atoms and positions in Å:
V: -0.47417 0.96156 1.31572
Se: -2.67308 0.73955 1.90510
C: -2.57898 -0.92237 2.89060
C: -3.65863 -1.79340 2.94063
C: -3.47733 -3.01128 3.58789
N: -2.33785 -3.37541 4.14354
C: -1.33479 -2.51761 4.14461
C: -1.40438 -1.26888 3.54527
H: -4.60331 -1.52208 2.49350
H: -4.28409 -3.72768 3.65643
H: -0.43184 -2.83941 4.65122
H: -0.57738 -0.56994 3.61298
N: -5.26186 4.97660 0.38220
C: -4.39857 4.85547 1.59294
C: -2.99572 4.33825 1.18578
N: -2.10324 4.09978 2.29176
H: -6.19157 5.36169 0.60086
H: -5.36969 4.05137 -0.05753
H: -4.79898 5.59547 -0.29754
H: -4.86806 4.15822 2.29007
H: -4.32148 5.83911 2.06448
H: -2.52411 5.07097 0.52228
H: -3.10170 3.39108 0.64551
H: -2.43912 3.32849 2.86684
H: -2.00626 4.92362 2.87586
N: -0.28776 0.41715 -0.37001
P: 0.40934 -0.80978 -1.14975
N: -0.68147 -1.45450 -2.21451
C: -2.06322 -1.63578 -1.78485
C: -2.57012 -3.02853 -2.15091
C: -2.38876 -3.28422 -3.64600
C: -0.93192 -3.06215 -4.03937
C: -0.49118 -1.65738 -3.64064
N: 0.84614 -2.00529 -0.10062
C: 1.19044 -1.85752 1.29715
C: 2.62609 -2.31324 1.58253
C: 2.97272 -3.58652 0.79354
C: 1.70685 -4.29280 0.31928
C: 0.87209 -3.38915 -0.59181
N: 1.76899 -0.26575 -1.93175
C: 3.00161 -1.03840 -2.07321
C: 4.16300 -0.07766 -2.29238
C: 4.01301 0.66633 -3.62715
C: 2.53850 0.76846 -4.03837
C: 1.66479 0.91232 -2.80028
H: -2.69250 -0.87838 -2.27083
H: -2.10935 -1.47200 -0.70091
H: -3.62248 -3.09548 -1.87748
H: -2.02976 -3.78576 -1.58047
H: -3.02372 -2.60409 -4.21857
H: -2.68582 -4.30554 -3.88901
H: -0.80838 -3.17394 -5.11619
H: -0.29920 -3.79938 -3.54552
H: -1.08841 -0.92493 -4.19842
H: 0.56111 -1.50533 -3.88270
H: 0.49135 -2.44682 1.90311
H: 1.06896 -0.80249 1.57394
H: 2.71152 -2.49218 2.65483
H: 3.33419 -1.51979 1.32820
H: 3.56639 -4.25772 1.41250
H: 3.57957 -3.33266 -0.07739
H: 1.11008 -4.60409 1.17732
H: 1.97545 -5.18835 -0.24216
H: -0.14520 -3.78920 -0.65626
H: 1.29766 -3.38255 -1.59808
H: 2.94304 -1.74653 -2.90621
H: 3.14510 -1.60936 -1.15671
H: 5.10173 -0.62969 -2.27445
H: 4.17639 0.63320 -1.46482
H: 4.56841 0.15076 -4.40885
H: 4.44044 1.66639 -3.53789
H: 2.22763 -0.11089 -4.60595
H: 2.39136 1.63898 -4.67841
H: 0.61644 1.05938 -3.07377
H: 1.98909 1.80663 -2.25477
F: 0.14413 2.78011 -0.88633
B: -0.69686 1.74781 -0.60131
F: -1.99013 2.04671 -0.90181
C: 2.60845 2.04159 0.72039
As: 1.67871 2.47177 2.37731
C: 2.95284 2.20612 3.81703
C: 1.09430 4.31324 2.48251
O: 0.40730 1.45154 2.68745
H: 3.68628 2.06652 0.90191
H: 2.35140 2.78058 -0.03937
H: 2.30857 1.04238 0.38272
H: 3.79191 2.89657 3.71594
H: 3.32827 1.17851 3.80184
H: 2.45026 2.38924 4.77281
H: 1.94839 4.97090 2.31738
H: 0.68713 4.47726 3.48590
H: 0.31497 4.49217 1.73967

Atomic forces in eV per Å
-3.248 -2.487 -0.361
-1.881 -0.302 0.602
0.051 0.332 -0.080
0.184 0.074 -0.025
-0.343 0.292 -0.261
0.158 -0.575 0.381
0.193 0.265 -0.036
0.019 -0.014 0.098
-0.064 -0.111 -0.066
-0.133 -0.025 -0.058
0.064 0.022 0.022
-0.040 -0.171 0.034
-0.111 0.048 -0.332
0.884 -0.227 0.641
-0.354 0.034 -0.100
-0.245 0.049 0.370
0.274 -0.171 -0.155
-0.091 0.308 0.045
-0.286 -0.165 0.058
-0.078 0.091 -0.139
-0.165 -0.108 -0.119
-0.094 -0.088 -0.138
-0.002 0.178 -0.114
0.134 0.054 -0.061
0.026 -0.026 0.031
1.620 -2.272 -2.478
0.124 -0.573 -0.851
0.795 0.616 0.542
-0.247 -0.204 0.492
-0.082 0.218 -0.168
0.158 -0.200 0.161
-0.166 0.242 -0.113
0.375 -0.246 -0.241
-0.321 0.546 -0.485
0.144 0.035 0.192
-0.053 0.160 0.010
-0.124 -0.023 0.003
0.153 0.163 -0.071
-0.054 -0.469 -0.166
-0.884 -0.346 0.300
0.273 -0.186 0.254
-0.050 -0.121 -0.153
-0.075 -0.009 -0.056
0.003 0.052 0.103
-0.109 0.416 -0.204
0.043 0.024 0.083
-0.158 -0.001 -0.180
-0.051 -0.054 0.055
-0.025 -0.007 0.036
-0.076 -0.002 -0.027
-0.080 0.071 -0.046
0.054 -0.064 -0.040
0.109 -0.072 0.018
0.063 0.063 0.021
-0.024 0.060 -0.048
0.020 0.229 -0.072
0.004 -0.123 0.201
0.043 0.022 0.048
-0.011 0.050 0.032
0.045 0.002 -0.062
0.062 -0.058 0.012
-0.009 -0.088 0.015
-0.134 -0.035 0.068
0.113 0.081 -0.082
-0.013 -0.145 -0.001
-0.014 -0.044 -0.033
0.027 -0.023 -0.085
0.016 0.002 0.107
0.067 0.011 0.100
0.059 0.011 -0.025
0.023 -0.026 -0.031
0.017 0.012 -0.038
-0.079 -0.072 -0.034
0.038 0.073 -0.052
-0.132 -0.053 -0.005
0.645 0.524 -0.724
-0.672 1.904 0.252
-0.586 0.106 -0.718
-0.156 0.123 0.116
2.891 2.246 0.505
-0.282 -0.109 -0.001
0.060 -0.211 -0.121
1.840 0.688 3.699
-0.164 -0.044 0.150
-0.088 -0.152 0.081
0.089 0.199 -0.001
-0.110 -0.004 -0.108
-0.117 0.147 -0.072
0.042 -0.035 -0.218
0.016 -0.074 0.015
0.111 -0.105 -0.187
0.154 -0.118 0.090

Calculated values
HOMO energy (alpha / beta)   -12.4 / -12.0 eV
Frontier orbital gap (alpha / beta)   7.393 / 6.967 eV
<S²>   0.7759
Net charge   +2
Multiplicity   2

***

No. 2
ORCA calculation (wB97M-V/def2-TZVPD) on a structure of composition C25H52AsBF2N7OPSeV in a non-equilibrium geometry.

Atoms and positions in Å:
V: -1.24950 3.13483 0.52399
Se: -3.48461 3.08311 1.16823
C: -4.51624 4.64680 0.79122
C: -5.33487 4.68332 -0.32486
C: -6.12857 5.80672 -0.51252
N: -6.14670 6.84915 0.32274
C: -5.35960 6.78338 1.39660
C: -4.52801 5.70613 1.68038
H: -5.37312 3.85604 -1.02053
H: -6.78164 5.87252 -1.37591
H: -5.39512 7.63182 2.07163
H: -3.91263 5.70368 2.57038
N: 3.83910 0.16466 0.99765
C: 3.64282 1.56892 0.47809
C: 2.17393 1.96509 0.60940
N: 1.71861 2.94295 -0.37078
H: 4.80265 -0.15098 0.86302
H: 3.23539 -0.49136 0.55369
H: 3.64580 0.10163 2.00141
H: 3.95830 1.57857 -0.56265
H: 4.30820 2.21932 1.04201
H: 1.98132 2.37182 1.60226
H: 1.57726 1.05556 0.49038
H: 1.96932 2.65746 -1.31118
H: 2.13006 3.85198 -0.19204
N: 0.02207 -0.56853 -0.07235
P: 0.49439 -2.03780 0.17847
N: 0.71359 -2.38232 1.77511
C: 0.92277 -1.33451 2.77186
C: 2.03723 -1.73168 3.73452
C: 1.68909 -3.05356 4.41779
C: 1.40851 -4.12941 3.37085
C: 0.33812 -3.67162 2.38907
N: 2.01231 -2.12819 -0.50618
C: 2.26854 -1.48285 -1.82355
C: 2.17166 -2.43403 -3.00331
C: 3.12822 -3.63630 -2.82078
C: 3.73334 -3.68744 -1.41255
C: 2.70856 -3.44374 -0.31687
N: -0.54064 -3.16383 -0.35719
C: -0.31813 -4.29172 -1.28283
C: -1.55702 -4.50669 -2.13573
C: -2.74821 -4.93569 -1.26489
C: -2.65916 -4.32276 0.14326
C: -1.95064 -2.97844 0.09903
H: 0.00047 -1.19826 3.35054
H: 1.11137 -0.38807 2.26661
H: 2.18841 -0.94246 4.48087
H: 2.97777 -1.88136 3.18116
H: 0.80161 -2.90555 5.04264
H: 2.49788 -3.36649 5.07718
H: 1.07938 -5.05015 3.85513
H: 2.32630 -4.35944 2.82023
H: -0.61372 -3.54863 2.92144
H: 0.18940 -4.41144 1.60710
H: 3.27969 -1.06696 -1.78961
H: 1.57330 -0.65480 -1.92327
H: 2.41084 -1.88576 -3.91571
H: 1.13677 -2.75464 -3.10761
H: 3.94024 -3.57737 -3.54370
H: 2.60475 -4.57274 -3.02681
H: 4.54448 -2.95849 -1.32718
H: 4.18335 -4.66479 -1.23381
H: 3.18890 -3.45037 0.66274
H: 1.98967 -4.26692 -0.31515
H: -0.10201 -5.20375 -0.71299
H: 0.54147 -4.08878 -1.90380
H: -1.34172 -5.26214 -2.89165
H: -1.77797 -3.57685 -2.66626
H: -2.77564 -6.02295 -1.18342
H: -3.67886 -4.63408 -1.74612
H: -2.11186 -4.98658 0.81661
H: -3.65201 -4.18561 0.57019
H: -1.95178 -2.51000 1.08538
H: -2.47198 -2.30179 -0.58545
F: -1.22887 0.96231 1.38145
B: -0.80596 0.44020 0.16971
F: -1.19761 1.39439 -0.79598
C: -0.16458 4.19633 -2.90022
As: -1.10812 4.75371 -1.29634
C: -0.15977 6.35664 -0.78888
C: -2.69717 5.51437 -2.07762
O: -0.46390 4.10032 1.43337
H: -0.54329 4.78548 -3.73059
H: -0.32726 3.14163 -3.10638
H: 0.89852 4.39195 -2.78640
H: 0.03560 6.94901 -1.67852
H: 0.77145 6.10893 -0.28485
H: -0.78138 6.92336 -0.09938
H: -2.38223 6.28455 -2.77721
H: -3.31749 5.95249 -1.30246
H: -3.26319 4.74951 -2.60132

Atomic forces in eV per Å
-0.125 -0.794 0.011
-0.616 -0.294 0.094
0.143 -0.019 0.031
-0.188 0.014 0.044
-0.040 0.193 0.142
0.167 -0.255 -0.037
-0.089 0.056 -0.117
0.037 0.155 -0.011
-0.002 0.018 -0.016
-0.005 0.008 0.024
-0.011 -0.014 -0.031
-0.033 -0.007 -0.012
1.138 0.966 0.847
0.066 0.063 0.057
-0.068 0.002 -0.046
-0.103 -0.234 0.143
-0.026 0.026 0.002
-1.161 -1.198 -0.901
-0.025 0.049 0.011
0.010 -0.154 -0.052
0.051 -0.021 0.001
-0.056 -0.049 0.065
0.031 0.081 -0.001
-0.074 0.047 -0.038
-0.093 0.057 -0.032
-0.322 0.157 -0.210
0.281 -0.180 0.497
-0.266 -0.108 0.170
0.089 -0.178 0.093
0.051 0.075 0.096
-0.011 0.006 -0.064
-0.027 0.044 0.048
0.131 0.118 0.015
0.099 -0.269 -0.412
-0.004 -0.057 0.179
0.185 -0.032 0.047
-0.071 0.026 0.048
0.014 -0.015 -0.060
0.059 0.130 0.076
-0.425 -0.020 -0.280
-0.155 0.008 0.197
-0.014 -0.033 0.027
0.003 0.012 0.029
0.038 0.022 -0.111
0.159 -0.134 -0.086
-0.030 0.061 -0.030
0.072 0.085 -0.024
0.011 -0.093 -0.112
-0.022 0.117 -0.009
0.043 -0.021 -0.012
-0.012 0.006 0.028
0.015 -0.001 -0.034
-0.006 -0.019 0.016
-0.016 0.003 -0.027
-0.008 -0.009 -0.018
0.085 0.085 -0.037
-0.067 0.063 -0.005
0.001 0.003 0.019
-0.044 0.007 -0.066
-0.004 -0.047 -0.032
-0.005 0.038 0.018
0.009 -0.004 0.012
0.044 0.041 -0.018
-0.007 0.019 0.040
0.018 0.038 0.018
-0.002 -0.012 0.015
0.127 0.033 -0.074
-0.018 0.017 -0.013
0.003 -0.010 -0.009
-0.017 0.016 -0.006
0.007 -0.009 -0.004
-0.019 0.005 0.019
-0.003 -0.028 0.016
0.061 -0.007 0.034
0.014 0.032 -0.008
0.091 0.192 -0.229
0.065 0.125 -0.144
0.331 -0.197 0.254
0.043 -0.100 0.085
-0.271 0.883 -0.924
0.025 -0.092 0.126
0.000 0.014 0.039
0.731 0.440 0.815
0.010 0.038 -0.071
-0.015 -0.045 -0.007
0.063 -0.015 -0.004
0.018 0.054 -0.049
0.013 -0.011 -0.015
-0.026 0.009 0.023
0.005 0.047 -0.072
-0.012 0.034 0.013
-0.047 -0.049 -0.012

Calculated values
HOMO energy (alpha / beta)   -13.1 / -13.2 eV
Frontier orbital gap (alpha / beta)   7.819 / 7.926 eV
<S²>   0.7702
Net charge   +2
Multiplicity   2

***

no.,electronic energy (Ha)
1,-7589.13335
2,-7589.19356